*1*
Density functional theory data (ωB97M-V/def2-TZVPD) for a 2-piece molecular cluster, C2ClO4 overall.

Properties
HOMO energy (eV): -5.45
Frontier orbital gap (eV): 9.163
E_LUMO (hartree): 0.1363
Spin multiplicity: 1
Charge: -1

Each line ends with the Löwdin charge.
Cartesian coordinates (Å):
O1 -1.782 -0.572 -1.114  0.14
C1 -0.911 -1.197 -0.685  -0.51
O2 -0.204 1.522 1.092  -0.07
C2 0.673 0.985 0.441  -1.16
O3 -0.735 -2.270 -0.195  0.10
O4 0.708 0.142 -0.489  -0.11
Cl1 2.251 1.390 0.950  0.62

=====

*2*
Density functional theory data (ωB97M-V/def2-TZVPD) for a 2-piece molecular cluster, C2ClO4 overall.

Properties
HOMO energy (eV): -3.29
Frontier orbital gap (eV): 6.770
E_LUMO (hartree): 0.1278
Spin multiplicity: 1
Charge: -1

Each line ends with the Löwdin charge.
Cartesian coordinates (Å):
O1 2.068 -1.438 1.182  -0.19
C1 0.754 -1.334 0.832  -0.64
C2 -1.633 1.297 -0.846  -0.54
O2 1.306 -0.363 1.604  -0.18
O3 -1.005 2.174 -0.451  0.18
Cl1 0.732 -0.754 -1.080  0.20
O4 -2.223 0.418 -1.242  0.18

=====

What should be chosen as the most stable of them? Choose *1*.

=====

*1*
Density functional theory data (ωB97M-V/def2-TZVPD) for C4H5Br6CaO2Rb as an isolated structure.

Properties
HOMO energy (eV): -14.70
Frontier orbital gap (eV): 5.785
E_LUMO (hartree): -0.3278
Spin multiplicity: 1
Charge: +2

Each line ends with the Löwdin charge.
Cartesian coordinates (Å):
Br1 -23.367 -22.793 1.845  0.51
Rb1 -19.755 -21.069 1.976  0.82
C1 -22.672 -21.735 5.846  0.02
Br2 -25.598 -21.245 3.481  0.64
Ca1 -19.277 -19.267 5.699  1.76
H1 -22.505 -22.410 6.690  0.11
Br3 -20.686 -25.481 5.740  0.69
H2 -19.609 -23.490 4.845  -0.07
C2 -19.616 -24.520 4.536  -1.70
H3 -25.310 -21.466 1.048  -0.02
Br4 -17.798 -25.097 4.541  0.65
O1 -20.610 -21.017 4.731  -0.34
Br5 -26.417 -23.604 1.562  0.67
H4 -22.838 -22.313 4.943  0.05
C3 -21.458 -20.872 5.723  -0.66
H5 -23.538 -21.118 6.072  0.09
Br6 -20.366 -24.578 2.758  0.56
C4 -25.224 -22.163 1.864  -1.63
O2 -21.218 -20.005 6.609  -0.15

=====

*2*
Density functional theory data (ωB97M-V/def2-TZVPD) for C4H5Br6CaO2Rb as an isolated structure.

Properties
HOMO energy (eV): -13.06
Frontier orbital gap (eV): 3.236
E_LUMO (hartree): -0.3609
Spin multiplicity: 1
Charge: +2

Each line ends with the Löwdin charge.
Cartesian coordinates (Å):
Ca1 3.081 -3.914 0.680  1.64
C1 -0.355 -1.566 -1.624  -0.74
H1 -2.287 -0.906 -1.880  0.09
Br1 4.422 3.217 -2.468  0.48
C2 -2.731 -0.341 3.884  -1.55
Rb1 -1.871 -7.496 -1.854  0.95
Br2 -3.317 -1.946 3.016  0.55
O1 -0.166 -2.741 -1.983  -0.07
Br3 1.949 5.008 -1.072  0.52
H2 3.586 3.263 -0.087  -0.04
Br4 5.040 5.325 -0.024  0.53
O2 0.312 -1.017 -0.698  -0.05
Br5 -4.085 0.525 5.098  0.55
Br6 -1.036 -0.671 4.861  0.48
C3 -1.352 -0.696 -2.400  0.01
H3 -1.081 0.356 -2.311  0.08
H4 -1.421 -0.851 -3.476  0.08
C4 3.698 4.080 -0.799  -1.49
H5 -2.382 0.372 3.136  -0.03

=====

What should be chosen as the most stable of them? Choose *1*.

=====

*1*
Density functional theory data (ωB97M-V/def2-TZVPD) for an isolated molecule of C3H9NO3S.

Properties
HOMO energy (eV): -9.56
Frontier orbital gap (eV): 10.093
E_LUMO (hartree): 0.0196
Spin multiplicity: 1

Each line ends with the Löwdin charge.
Cartesian coordinates (Å):
H1 -0.997 -1.437 3.058  0.13
H2 0.996 1.175 -1.598  0.12
H3 -1.263 1.222 1.341  0.10
O1 1.592 -0.826 1.413  -0.28
N1 0.116 -0.306 -2.758  -0.02
H4 0.288 1.756 0.777  0.11
H5 -1.386 0.910 -1.013  0.11
O2 0.470 0.389 3.315  -0.30
C1 0.555 0.182 -1.457  -0.30
H6 0.907 -0.229 -3.404  0.07
C2 -0.363 0.884 0.840  -0.23
O3 -0.720 -1.379 2.084  -0.19
H7 1.324 -0.433 -0.964  0.10
C3 -0.658 0.289 -0.528  -0.22
H8 -1.129 -0.668 -0.410  0.10
S1 0.412 -0.229 2.003  0.63
H9 -0.145 -1.300 -2.698  0.08

=====

*2*
Density functional theory data (ωB97M-V/def2-TZVPD) for a 2-piece molecular cluster, C3H9NO3S overall.

Properties
HOMO energy (eV): -9.20
Frontier orbital gap (eV): 9.693
E_LUMO (hartree): 0.0181
Spin multiplicity: 1

Each line ends with the Löwdin charge.
Cartesian coordinates (Å):
H1 1.170 -1.345 0.601  0.10
H2 -3.572 0.285 1.248  0.04
H3 1.743 -1.598 -2.070  0.05
H4 0.279 3.002 1.386  0.11
H5 -1.296 -1.999 -1.978  -0.16
C1 0.527 1.084 1.331  -0.60
O1 -0.274 2.214 1.331  0.05
O2 0.895 0.533 2.319  0.14
H6 -2.461 1.179 0.798  0.02
C2 1.397 -0.621 -0.176  -0.23
H7 0.505 -0.400 -2.219  0.07
O3 -2.642 0.256 1.006  -0.05
H8 2.431 -0.335 -0.112  0.11
C3 0.927 -1.123 -1.528  -0.52
S1 -0.202 -2.594 -1.463  0.68
N1 0.730 0.716 0.007  0.06
H9 -0.158 0.746 -0.479  0.12

=====

What should be chosen as the most stable of them? Choose *2*.

=====

*1*
Density functional theory data (ωB97M-V/def2-TZVPD) for an isolated ion of composition C8H12N3 and charge +1.

Properties
HOMO energy (eV): -13.33
Frontier orbital gap (eV): 9.899
E_LUMO (hartree): -0.1259
Spin multiplicity: 1
Charge: +1

Each line ends with the Löwdin charge.
Cartesian coordinates (Å):
C1 -2.408 1.789 1.907  -0.11
H1 -3.475 3.489 1.157  0.06
H2 2.553 -2.857 -1.375  0.15
C2 0.866 -1.552 -2.053  -0.03
H3 1.841 0.219 1.242  0.11
H4 -0.319 -1.236 0.599  0.13
C3 2.454 -1.049 -0.384  -0.13
H5 2.999 -1.537 -2.325  0.14
H6 0.663 -1.546 -3.158  0.14
C4 -2.718 2.725 0.987  0.03
C5 1.686 -0.257 0.295  0.12
H7 -0.726 1.478 -0.099  0.15
H8 -1.089 -0.599 -1.881  0.14
H9 3.533 -1.027 -0.031  0.17
H10 -2.348 3.020 -0.045  0.08
H11 -1.449 -1.296 2.302  0.02
C6 -1.621 0.562 1.659  -0.38
C7 2.273 -1.808 -1.577  -0.16
H12 -3.035 1.826 2.894  0.15
C8 -0.171 -1.009 -1.391  -0.02
N1 -0.915 0.577 0.361  0.07
N2 -0.030 -0.499 0.003  -0.03
N3 -1.766 -0.408 2.468  0.18

=====

*2*
Density functional theory data (ωB97M-V/def2-TZVPD) for an isolated ion of composition C8H12N3 and charge +1.

Properties
HOMO energy (eV): -12.82
Frontier orbital gap (eV): 8.104
E_LUMO (hartree): -0.1734
Spin multiplicity: 1
Charge: +1

Each line ends with the Löwdin charge.
Cartesian coordinates (Å):
H1 4.126 -1.053 -0.359  0.09
H2 -4.570 0.135 0.516  0.07
H3 -1.958 -1.724 -0.480  0.10
C1 0.342 -0.944 -0.034  -0.01
H4 -3.688 1.697 0.955  0.16
H5 4.628 0.440 0.673  0.11
H6 2.047 -2.006 -0.242  0.09
C2 0.585 1.385 0.484  0.02
C3 1.687 -1.116 0.068  0.01
N1 -2.538 0.122 -0.007  -0.23
H7 -3.716 -1.291 -0.683  0.14
H8 0.146 2.317 0.784  0.13
C4 4.022 0.023 -0.159  0.00
N2 -1.509 0.755 0.140  0.17
C5 -3.829 0.791 0.209  0.04
H9 -0.210 -1.840 -0.148  0.09
H10 2.584 2.056 0.549  0.09
C6 2.519 0.044 0.165  -0.20
C7 -0.217 0.307 0.195  -0.24
C8 1.958 1.287 0.421  0.00
H11 4.027 0.669 -1.017  0.09
N3 -2.713 -1.057 -0.620  0.19
H12 -4.123 1.237 -0.708  0.10

=====

What should be chosen as the most stable of them? Choose *2*.

=====

*1*
Density functional theory data (ωB97M-V/def2-TZVPD) for an isolated molecule of C7H10N2O2S.

Properties
HOMO energy (eV): -9.13
Frontier orbital gap (eV): 9.886
E_LUMO (hartree): 0.0279
Spin multiplicity: 1

Each line ends with the Löwdin charge.
Cartesian coordinates (Å):
C1 -0.822 -1.855 -1.244  -0.18
C2 0.677 0.323 -0.353  -0.57
H1 -1.654 -0.270 1.895  0.13
O1 0.675 -0.100 -1.699  -0.06
H2 0.015 -0.304 2.121  0.09
H3 -1.115 1.889 2.916  0.08
H4 1.538 2.128 -0.796  0.06
H5 0.633 -1.581 -2.968  0.14
C3 1.734 -0.356 0.348  -0.16
O2 -0.878 -1.542 0.085  -0.06
H6 -1.550 2.124 1.125  0.09
H7 -1.232 -2.868 -1.269  0.14
H8 -0.229 2.143 -0.719  0.10
C4 0.702 1.780 -0.359  -0.34
C5 -0.717 0.227 1.615  -0.23
S1 0.774 2.414 1.352  0.89
H9 -1.400 -1.135 -1.739  0.11
H10 1.349 -1.972 -1.305  0.12
N1 2.409 -1.167 0.799  0.23
C6 -0.833 1.743 1.881  -0.40
N2 -0.606 -0.129 0.203  -0.06
C7 0.530 -1.491 -1.890  -0.13

=====

*2*
Density functional theory data (ωB97M-V/def2-TZVPD) for a 2-piece molecular cluster, C7H10N2O2S overall.

Properties
HOMO energy (eV): -8.75
Frontier orbital gap (eV): 9.387
E_LUMO (hartree): 0.0235
Spin multiplicity: 1

Each line ends with the Löwdin charge.
Cartesian coordinates (Å):
H1 -3.755 -1.293 -0.897  0.11
H2 -3.645 -1.752 1.598  0.07
H3 1.949 0.957 1.934  0.10
H4 1.179 -1.902 -0.850  0.08
C1 -1.652 -0.330 -0.790  -0.16
H5 -0.453 1.872 1.766  0.04
C2 -0.836 -0.188 0.304  -0.47
C3 0.559 2.044 0.176  -0.47
H6 0.852 0.128 -1.964  0.11
H7 -1.551 0.029 -1.796  0.10
O1 0.041 2.566 1.384  0.09
C4 -2.920 -1.232 0.946  -0.43
O2 0.563 2.680 -0.834  0.16
H8 2.455 0.642 -1.430  0.13
S1 -1.408 -0.877 1.708  0.98
H9 2.324 -0.580 1.096  0.09
N1 1.942 0.350 1.143  0.12
N2 1.997 -1.332 -0.787  0.04
C5 1.596 0.033 -1.151  -0.17
C6 -2.921 -0.828 -0.340  -0.21
H10 2.622 -1.671 -1.394  0.02
C7 1.064 0.687 0.175  -0.33

=====

What should be chosen as the most stable of them? Choose *2*.

=====

*1*
Density functional theory data (ωB97M-V/def2-TZVPD) for an isolated molecule of H4N4O2.

Properties
HOMO energy (eV): -8.92
Frontier orbital gap (eV): 9.509
E_LUMO (hartree): 0.0218
Spin multiplicity: 1

Each line ends with the Löwdin charge.
Cartesian coordinates (Å):
H1 -1.326 0.624 1.159  0.09
N1 0.446 -0.716 -0.152  0.00
O1 2.561 -0.568 0.221  0.12
N2 -0.685 -0.122 -0.605  -0.18
H2 -2.484 0.336 0.038  0.05
H3 0.303 -1.614 0.350  0.18
H4 -0.197 0.800 -1.037  0.17
N3 1.600 0.022 -0.059  -0.45
N4 -1.636 0.008 0.381  0.00
O2 1.418 1.230 -0.296  0.01

=====

*2*
Density functional theory data (ωB97M-V/def2-TZVPD) for a 2-piece molecular cluster, H4N4O2 overall.

Properties
HOMO energy (spin up / spin down) (eV): -9.09 / -8.99
Frontier orbital gap (spin up / spin down) (eV): 8.180 / 8.224
E_LUMO (spin up / spin down) (hartree): -0.0333 / -0.0280
Spin multiplicity: 1

Each line ends with the Löwdin charge.
Cartesian coordinates (Å):
H1 0.239 -0.785 1.229  0.03
O1 -1.729 0.881 -1.862  -0.04
N1 1.814 1.384 -0.037  0.09
H2 -1.771 -0.581 -0.509  0.14
N2 -0.199 0.450 -0.281  -0.01
O2 -0.253 -1.668 1.197  -0.16
H3 2.699 1.234 -0.435  0.04
N3 0.957 0.770 -0.651  -0.08
N4 -1.318 0.226 -0.845  -0.11
H4 -0.438 -1.912 2.195  0.10

=====

What should be chosen as the most stable of them? Choose *1*.

=====

*1*
Density functional theory data (ωB97M-V/def2-TZVPD) for an isolated molecule of C2H6Se.

Properties
HOMO energy (eV): -8.19
Frontier orbital gap (eV): 9.136
E_LUMO (hartree): 0.0349
Spin multiplicity: 1

Each line ends with the Löwdin charge.
Cartesian coordinates (Å):
H1 -0.084 -1.139 1.574  0.01
H2 -0.156 1.723 1.031  -0.02
C1 -0.240 1.458 0.048  -0.43
C2 -0.342 -1.398 0.552  -0.49
H3 0.702 1.115 -0.463  0.05
H4 0.634 -1.543 0.037  0.03
H5 -0.900 -2.361 0.250  0.04
Se1 -1.481 -0.010 -0.118  0.82
H6 -0.666 2.274 -0.418  -0.02

=====

*2*
Density functional theory data (ωB97M-V/def2-TZVPD) for a 2-piece molecular cluster, C2H6Se overall.

Properties
HOMO energy (spin up / spin down) (eV): -8.88 / -8.86
Frontier orbital gap (spin up / spin down) (eV): 7.647 / 7.567
E_LUMO (spin up / spin down) (hartree): -0.0454 / -0.0474
Spin multiplicity: 1

Each line ends with the Löwdin charge.
Cartesian coordinates (Å):
H1 0.908 1.431 0.515  0.09
C1 1.025 0.372 0.084  -0.23
H2 -2.293 -1.365 1.874  0.05
H3 -0.262 -1.063 -1.113  0.07
Se1 -1.855 0.397 0.485  0.56
H4 1.350 -0.366 0.849  0.07
H5 1.809 0.305 -0.691  0.07
C2 -0.247 -0.115 -0.540  -0.71
H6 -0.435 0.404 -1.464  0.02

=====

What should be chosen as the most stable of them? Choose *1*.

=====

*1*
Density functional theory data (ωB97M-V/def2-TZVPD) for a 3-piece molecular cluster, C4H12O2 overall.

Properties
HOMO energy (spin up / spin down) (eV): 1.33 / -4.00
Frontier orbital gap (spin up / spin down) (eV): 2.494 / 7.678
E_LUMO (spin up / spin down) (hartree): 0.1404 / 0.1351
Spin multiplicity: 2
Charge: -1

Each line ends with the Löwdin charge.
Cartesian coordinates (Å):
H1 -1.082 1.019 1.524  0.03
C1 0.706 0.675 -0.117  -0.17
H2 -2.632 0.371 -0.903  0.05
H3 -2.053 -0.359 1.217  0.05
H4 3.945 0.082 -0.395  0.01
C2 -1.030 -0.021 1.319  -0.15
H5 1.619 0.671 -0.933  0.09
H6 2.711 -0.246 0.280  -0.01
H7 0.342 -2.187 -1.098  -0.07
H8 0.235 1.424 -0.725  0.03
O1 3.639 -0.018 0.516  -0.15
H9 -2.908 1.642 -1.633  0.01
C3 -0.235 -1.685 -0.402  -0.08
H10 1.286 1.046 0.693  0.03
O2 -2.931 0.683 -1.841  -0.16
H11 -0.522 -0.181 2.227  0.03
H12 -0.908 -2.449 0.061  -0.02
C4 -0.183 -0.466 0.210  -0.54

=====

*2*
Density functional theory data (ωB97M-V/def2-TZVPD) for a 3-piece molecular cluster, C4H12O2 overall.

Properties
HOMO energy (spin up / spin down) (eV): 0.91 / -6.53
Frontier orbital gap (spin up / spin down) (eV): 2.771 / 10.092
E_LUMO (spin up / spin down) (hartree): 0.1352 / 0.1308
Spin multiplicity: 2
Charge: -1

Each line ends with the Löwdin charge.
Cartesian coordinates (Å):
C1 2.219 0.063 -0.661  -0.15
H1 -1.796 1.802 -1.848  -0.03
C2 1.535 -0.555 0.554  -0.30
H2 -1.347 -0.268 0.571  0.01
O1 -2.094 1.434 2.025  -0.38
C3 -0.896 -1.140 0.105  -0.08
H3 3.170 0.519 -0.394  0.06
C4 0.383 -1.480 0.237  -0.21
H4 2.275 -1.225 1.010  0.09
H5 -0.883 0.682 -1.598  -0.03
H6 -2.472 2.038 1.362  -0.08
O2 -1.653 0.895 -2.134  -0.19
H7 2.438 -0.755 -1.361  0.07
H8 1.652 0.783 -1.247  0.05
H9 1.267 0.222 1.269  0.09
H10 -2.822 1.170 2.611  -0.04
H11 -1.688 -1.802 -0.226  0.04
H12 0.713 -2.383 -0.275  0.08

=====

What should be chosen as the most stable of them? Choose *2*.

=====

*1*
Density functional theory data (ωB97M-V/def2-TZVPD) for a 2-piece molecular cluster, C5H13NO2 overall.

Properties
HOMO energy (spin up / spin down) (eV): 1.17 / -5.75
Frontier orbital gap (spin up / spin down) (eV): 2.508 / 9.325
E_LUMO (spin up / spin down) (hartree): 0.1353 / 0.1314
Spin multiplicity: 2
Charge: -1

Each line ends with the Löwdin charge.
Cartesian coordinates (Å):
H1 1.669 2.859 0.520  0.05
H2 -0.117 2.666 0.459  0.05
H3 1.764 0.743 -1.014  0.10
H4 -2.124 -1.207 -0.915  0.08
H5 1.807 -2.429 -2.955  0.01
H6 0.094 -0.960 2.271  0.02
O1 -0.358 -0.151 -1.629  -0.03
H7 1.706 0.609 0.694  0.09
H8 1.149 -1.378 -2.002  -0.01
N1 -0.971 -0.318 0.508  -0.16
H9 -0.569 0.743 2.291  0.03
H10 -1.402 -2.299 0.444  0.07
C1 0.826 2.471 -0.037  -0.15
C2 -0.722 -0.294 1.973  -0.32
C3 1.132 0.980 -0.164  -0.20
O2 1.980 -1.795 -2.266  -0.09
C4 -0.106 0.178 -0.465  -0.47
H11 0.631 2.930 -1.016  0.07
C5 -1.911 -1.360 0.170  -0.21
H12 -1.565 -0.790 2.491  0.02
H13 -2.915 -1.199 0.640  0.06

=====

*2*
Density functional theory data (ωB97M-V/def2-TZVPD) for a 2-piece molecular cluster, C5H13NO2 overall.

Properties
HOMO energy (spin up / spin down) (eV): -0.05 / -3.66
Frontier orbital gap (spin up / spin down) (eV): 4.140 / 7.659
E_LUMO (spin up / spin down) (hartree): 0.1503 / 0.1470
Spin multiplicity: 2
Charge: -1

Each line ends with the Löwdin charge.
Cartesian coordinates (Å):
H1 -0.166 1.083 -2.336  0.06
H2 -1.573 -0.653 -2.243  0.08
C1 1.623 0.451 0.946  -0.46
C2 1.658 -0.259 -0.375  -0.27
H3 -1.856 1.775 -2.122  0.06
H4 -1.540 -1.614 0.151  0.10
N1 -1.597 -0.131 -1.375  -0.15
O1 -0.778 0.506 3.901  -0.10
C3 0.538 -1.308 -0.605  -0.23
H5 2.617 -0.831 -0.482  0.09
H6 -0.063 0.706 3.281  0.00
C4 -1.037 1.200 -1.677  -0.14
C5 -0.904 -0.834 -0.313  -0.28
H7 -0.549 1.644 -0.800  0.07
H8 -1.631 0.326 3.472  0.03
H9 -0.821 -0.107 0.516  0.09
H10 0.743 -2.263 -0.063  0.09
H11 0.550 -1.605 -1.662  0.08
O2 0.874 1.436 1.279  -0.23
H12 1.640 0.519 -1.165  0.08
H13 2.273 -0.042 1.674  0.04

=====

What should be chosen as the most stable of them? Choose *1*.